Version P
ORCA calculation (ωB97M-V with the def2-TZVPD basis set) on 2 unconnected molecules or ions with the total composition C2HI2N3.

- HOMO level (spin up / spin down) (eV) = -8.75 / -9.67

Last column: Löwdin charge in e.
Atoms and positions in Å:
C: 0.190 -0.089 -1.718  -0.42
C: -1.959 -0.096 -0.727  -0.50
N: 1.234 -0.107 -2.201  0.17
N: -0.825 0.198 -1.078  -0.05
N: 1.095 0.007 0.989  -0.53
I: -2.724 0.452 1.163  0.71
I: 0.973 -0.178 2.972  0.68
H: 2.017 -0.188 0.601  -0.07

Version Q
ORCA calculation (ωB97M-V with the def2-TZVPD basis set) on 2 unconnected molecules or ions with the total composition C2HI2N3.

- HOMO level (eV) = -8.80

Last column: Löwdin charge in e.
Atoms and positions in Å:
C: -1.238 0.293 -0.362  -0.63
C: 1.308 -0.900 -0.119  -0.14
N: -1.510 1.456 -0.126  -0.47
N: -1.625 -0.797 -0.720  -0.48
N: 2.183 -0.439 0.485  0.07
I: -0.520 3.183 -0.323  0.73
I: -1.401 -2.677 -0.107  0.80
H: 2.803 -0.120 1.273  0.12

Name the least stable of them. version P.

Version P
ORCA calculation (ωB97M-V with the def2-TZVPD basis set) on 2 unconnected molecules or ions with the total composition CH5NO2S.

- HOMO level (spin up / spin down) (eV) = -8.53 / -8.78

Last column: Löwdin charge in e.
Atoms and positions in Å:
C: -0.632 -0.189 1.308  0.13
N: 1.334 0.776 -2.029  -0.33
O: -0.306 0.130 -3.799  -0.59
O: 0.911 -0.568 -1.637  -0.17
S: 0.426 1.336 -3.442  0.91
H: -0.582 0.762 1.762  -0.03
H: -1.619 -0.385 1.580  -0.03
H: 0.095 -0.637 0.809  -0.08
H: 1.251 1.505 -1.339  0.05
H: 0.426 -0.881 -2.562  0.12

Version Q
ORCA calculation (ωB97M-V with the def2-TZVPD basis set) on 2 unconnected molecules or ions with the total composition CH5NO2S.

- HOMO level (spin up / spin down) (eV) = -7.63 / -8.34

Last column: Löwdin charge in e.
Atoms and positions in Å:
C: -0.990 -2.226 1.160  -0.37
N: -1.020 0.043 -0.101  -0.47
O: 0.938 2.140 -0.784  -0.06
O: -1.298 -0.627 -1.154  -0.15
S: -0.475 -0.663 1.332  0.95
H: -1.255 -2.397 2.187  -0.03
H: -1.230 -2.687 0.246  0.00
H: 1.601 2.944 -0.566  0.15
H: -0.526 0.885 -0.289  0.02
H: 0.828 2.106 -1.669  -0.03

Name the least stable of them. version P.

Version P
ORCA calculation (ωB97M-V with the def2-TZVPD basis set) on a gas-phase ion, C4H8NS (charge +1).

- HOMO level (spin up / spin down) (eV) = -13.82 / -14.18
- charge = +1

Last column: Löwdin charge in e.
Atoms and positions in Å:
C: -0.368 0.468 -1.241  -0.54
C: -1.161 -1.491 0.527  0.16
C: 0.081 -1.063 0.537  -0.08
C: 1.129 1.075 0.702  0.01
N: 0.313 0.155 -0.095  -0.15
S: 0.688 0.311 -2.798  0.74
H: -0.864 1.442 -1.304  0.11
H: -1.139 -0.294 -1.423  0.07
H: -1.943 -1.050 -0.025  0.08
H: -1.658 -2.225 1.104  0.10
H: 0.814 -1.467 1.226  0.15
H: 0.840 2.075 0.535  0.09
H: 2.277 1.128 0.477  0.16
H: 0.992 0.937 1.779  0.11

Version Q
ORCA calculation (ωB97M-V with the def2-TZVPD basis set) on a gas-phase ion, C4H8NS (charge +1).

- HOMO level (spin up / spin down) (eV) = -13.70 / -13.70
- SMILES string = C[NH+](C)C#CS
- charge = +1

Last column: Löwdin charge in e.
Atoms and positions in Å:
C: -0.754 0.177 0.838  -0.06
C: -1.908 0.268 0.021  -0.39
C: 0.918 -1.506 0.111  0.08
C: 1.037 0.897 -0.361  -0.08
N: 0.535 -0.083 0.537  -0.27
S: -3.620 0.110 -0.285  0.81
H: 1.215 -1.994 1.036  0.11
H: 0.000 -1.914 -0.401  0.14
H: 1.747 -1.617 -0.492  0.08
H: 2.103 1.072 -0.478  0.11
H: 0.613 0.957 -1.432  0.15
H: 0.807 1.944 0.013  0.13
H: 1.137 0.176 1.375  0.22
H: -3.832 1.513 -0.483  -0.04

Version R
ORCA calculation (ωB97M-V with the def2-TZVPD basis set) on a gas-phase ion, C4H8NS (charge +1).

- HOMO level (eV) = -13.95
- SMILES string = C[N+]1=CCCS1
- charge = +1

Last column: Löwdin charge in e.
Atoms and positions in Å:
C: 0.353 0.639 -0.175  -0.09
C: -1.031 1.122 -0.282  -0.20
C: -1.881 0.019 0.290  -0.42
C: 1.940 -1.121 0.027  -0.09
N: 0.656 -0.597 0.056  -0.36
S: -0.895 -1.526 0.137  1.03
H: 1.210 1.422 -0.443  0.21
H: -1.294 2.123 0.336  0.20
H: -1.200 1.387 -1.281  0.11
H: -2.146 0.255 1.392  0.12
H: -2.876 0.054 -0.171  0.10
H: 2.288 -1.591 -0.883  0.10
H: 2.184 -1.934 0.814  0.14
H: 2.693 -0.253 0.183  0.14

Name the least stable of them. version Q.

Version P
ORCA calculation (ωB97M-V with the def2-TZVPD basis set) on a gas-phase ion, C4H8NS (charge +1).

- HOMO level (eV) = -14.39
- SMILES string = CS[N+]1=C[C@@H]1C
- charge = +1

Last column: Löwdin charge in e.
Atoms and positions in Å:
C: -0.342 -1.871 0.006  0.04
C: -1.166 -0.671 0.133  -0.21
C: -1.956 0.100 -0.860  -0.02
C: 2.188 1.236 0.740  -0.42
N: 0.326 -0.830 0.013  -0.07
S: 2.374 -0.338 -0.129  0.94
H: -0.335 -3.000 -0.053  0.18
H: -1.320 -0.231 1.067  0.12
H: -2.837 0.387 -0.431  0.06
H: -2.107 -0.535 -1.775  0.11
H: -1.298 0.878 -1.303  0.11
H: 3.112 1.769 0.789  0.04
H: 1.775 1.323 1.774  0.08
H: 1.587 1.784 0.030  0.02

Version Q
ORCA calculation (ωB97M-V with the def2-TZVPD basis set) on a molecular structure, C4H8NS.

- HOMO level (eV) = -15.16
- charge = +1

Last column: Löwdin charge in e.
Atoms and positions in Å:
C: 0.743 -2.476 0.883  -0.06
C: -0.628 1.420 -0.406  -0.25
C: -0.951 -0.084 -0.155  -0.26
C: 0.705 1.389 0.366  -0.27
N: 1.110 -1.310 1.081  -0.28
S: 0.088 -0.035 1.364  1.18
H: -0.286 -2.810 0.990  0.10
H: 1.498 -3.316 0.694  0.13
H: -0.397 1.743 -1.493  0.15
H: -1.405 2.223 -0.120  0.15
H: -1.990 -0.251 0.083  0.09
H: -0.386 -0.807 -0.802  0.12
H: 1.700 1.159 -0.220  0.17
H: 0.836 2.206 0.930  0.04

Name the least stable of them. version P.

Version P
ORCA calculation (ωB97M-V with the def2-TZVPD basis set) on 2 unconnected molecules or ions with the total composition H3NS2.

- HOMO level (spin up / spin down) (eV) = -8.66 / -8.26

Last column: Löwdin charge in e.
Atoms and positions in Å:
N: -0.882 0.605 -0.208  -0.54
S: 1.581 -0.848 0.494  0.48
S: -1.489 1.418 1.035  0.51
H: -1.092 0.691 -1.149  0.01
H: -0.005 0.212 -0.129  -0.24
H: 1.887 -2.078 -0.043  -0.23

Version Q
ORCA calculation (ωB97M-V with the def2-TZVPD basis set) on 3 unconnected molecules or ions with the total composition H3NS2.

- HOMO level (spin up / spin down) (eV) = -9.22 / -9.22

Last column: Löwdin charge in e.
Atoms and positions in Å:
N: 0.641 -0.862 -0.848  -1.09
S: -0.836 -0.249 -0.557  0.56
S: 1.776 -1.107 0.243  0.59
H: 0.652 -1.277 -1.725  -0.02
H: -0.905 1.382 1.279  -0.08
H: -1.328 2.114 1.608  0.04

Name the least stable of them. version Q.

Version P
ORCA calculation (ωB97M-V with the def2-TZVPD basis set) on a single C5H11NO3S molecule.

- HOMO level (eV) = -7.96

Last column: Löwdin charge in e.
Atoms and positions in Å:
C: 0.470 0.559 1.361  -0.18
C: -0.337 1.458 0.398  -0.15
C: 1.444 -0.475 0.682  -0.18
C: -1.169 0.486 -0.380  -0.22
C: 0.609 -1.052 -0.435  -0.25
N: -1.590 0.585 -1.661  0.07
O: -1.655 -2.192 -1.147  -0.36
O: 0.189 -3.741 -0.163  -0.20
O: -1.149 -2.071 1.249  -0.32
S: -0.612 -2.230 -0.092  0.63
H: 1.084 1.094 1.981  0.08
H: -0.218 -0.005 1.867  0.06
H: -0.898 2.143 1.011  0.11
H: 0.197 2.085 -0.390  0.14
H: 2.308 -0.110 0.314  0.07
H: 1.546 -1.132 1.547  0.12
H: -1.840 -0.229 0.326  0.16
H: 0.927 -1.044 -1.529  0.12
H: -0.934 1.219 -2.180  0.13
H: -1.829 -0.382 -1.999  0.10
H: -0.612 -4.241 0.097  0.06

Version Q
ORCA calculation (ωB97M-V with the def2-TZVPD basis set) on 2 unconnected molecules or ions with the total composition C5H11NO3S.

- HOMO level (eV) = -11.46
- SMILES string = CCOS(C)(=O)=O.CC#N

Last column: Löwdin charge in e.
Atoms and positions in Å:
C: 22.962 -16.991 -16.859  -0.08
C: 23.675 -15.774 -17.140  -0.29
N: 24.236 -14.802 -17.371  0.13
H: 21.892 -16.843 -17.006  0.07
H: 23.133 -17.324 -15.838  0.07
H: 23.264 -17.770 -17.559  0.09
O: 21.451 -14.630 -13.655  -0.25
S: 20.848 -15.913 -13.561  0.55
O: 21.620 -17.103 -13.718  -0.28
O: 20.157 -15.941 -12.136  -0.24
C: 19.443 -17.121 -11.741  -0.28
C: 19.139 -17.033 -10.263  -0.06
C: 19.478 -15.998 -14.665  -0.12
H: 20.043 -18.012 -11.932  0.12
H: 18.517 -17.206 -12.315  0.11
H: 18.303 -16.383 -10.019  0.08
H: 20.029 -16.699 -9.729  0.09
H: 18.916 -18.034 -9.885  0.08
H: 18.974 -16.948 -14.512  0.07
H: 19.902 -15.962 -15.666  0.07
H: 18.832 -15.143 -14.496  0.08

Name the least stable of them. version P.